Molecular formula: C3H4N2O3
Method: DFT, ωB97M-V/def2-TZVPD

Bonds (Å) are listed after each position.
Atoms and positions in Å:
1 C 0.4578 0.5984 -1.8086  O2 1.458, H9 1.068, H10 1.233, H11 1.161
2 O -0.8344 0.6498 -1.1353  C1 1.458, N3 1.320
3 N -0.9052 0.2627 0.1244  O2 1.320, O4 1.590, C7 1.476
4 O -0.4244 1.2962 1.2326  N3 1.590, N5 1.353
5 N -0.1218 0.4740 2.2631  O4 1.353, C6 1.217
6 C -0.1428 -0.7280 2.0707  N5 1.217, C7 1.448, H12 1.018
7 C -0.2897 -0.9707 0.6510  N3 1.476, C6 1.448, O8 1.106
8 O -0.3234 -1.8539 -0.0143  C7 1.106
9 H 1.2953 0.8422 -1.1929  C1 1.068
10 H 0.9406 -0.4429 -2.2588  C1 1.233
11 H 0.2180 1.2366 -2.7486  C1 1.161
12 H 0.1300 -1.3644 2.8168  C6 1.018

Calculated values
HOMO level in eV: -9.913
Energy above the lowest of the compared OMol25 structures with the same formula, charge and spin in kJ/mol: 725.0
LUMO level in Ha: 0.0149
Total energy in hartree: -451.70360